The following is a quantum chemistry calculation of 7 unconnected molecules or ions with the total composition C4H20NO9 in a non-equilibrium geometry, from OMol25.

The geometry in XYZ format:
```
34
Properties=species:S:1:pos:R:3:forces:R:3
C 0.813 2.155 1.489 -0.86 -0.43 -0.68
O 0.419 2.712 0.261 0.20 0.54 -1.27
C 1.250 0.680 1.343 0.41 -1.00 1.28
C 0.057 -0.279 1.270 -2.39 1.56 -0.78
C 0.461 -1.825 1.003 0.88 -1.82 -0.29
O 0.666 -2.545 1.966 -0.31 1.22 -0.09
O 0.528 -2.020 -0.228 0.07 0.29 0.41
N 2.068 0.326 2.529 -0.27 0.77 -0.65
H 1.686 2.773 1.733 -0.36 -0.46 0.67
H -0.065 2.235 2.152 0.74 0.07 0.49
H -0.234 2.214 -0.239 -0.16 -0.30 0.41
H 1.803 0.622 0.393 0.16 -0.09 0.47
H -0.635 0.006 0.423 0.82 -0.46 0.72
H -0.632 -0.347 2.149 0.96 0.13 -0.36
H 1.436 0.298 3.335 0.49 -0.21 -0.27
H 2.490 -0.581 2.394 -0.02 -0.15 0.30
H -2.160 0.482 -2.023 -0.44 1.21 0.50
H -2.201 1.937 -1.372 0.16 -0.09 -0.10
O -2.734 1.257 -1.787 -0.38 -0.49 -0.27
H 2.812 -1.340 -1.880 0.20 0.36 -0.82
H 3.069 -0.777 -0.625 0.47 0.75 0.29
O 3.249 -0.538 -1.546 -0.15 -1.44 0.63
H 1.910 0.748 -2.933 -0.04 -0.30 -0.06
H 1.519 1.563 -1.754 -0.30 0.03 0.22
O 1.174 0.864 -2.324 0.04 0.82 -0.38
H -3.356 -0.420 0.767 -0.01 -0.38 -0.26
H -2.543 -1.673 1.249 -0.44 -0.16 -0.62
O -2.951 -0.851 1.522 0.22 0.59 1.04
H -0.326 -0.046 -2.322 -0.13 -0.76 0.74
H -0.523 -1.330 -1.372 0.07 0.83 -0.46
O -0.992 -0.612 -1.854 0.87 -0.11 -0.77
H -2.282 -2.509 -1.444 -0.20 -0.39 -0.18
H -2.730 -1.130 -1.183 -0.53 -0.47 -0.04
O -3.047 -2.048 -1.090 0.24 0.34 0.19
```
Forces are in eV/Å.

Values from the calculation:
Relative energy (zero: lowest compared OMol25 entry of this formula, charge and spin): 0.00 kJ/mol
Frontier orbital gap (spin up / spin down): 10.486 / 5.834 eV
F_max: 0.0575 Eh/bohr
Expectation value of S²: 0.76
Multiplicity: 2